(1)
Below is 10 unconnected molecules or ions with the total composition C36H78N2O8, with properties calculated with the ωB97M-V functional and the def2-TZVPD basis.

Values from the calculation:
Orbital gap (spin up / spin down) ... 0.2898 / 0.1110 Ha

Geometry as ORCA input:
```
! RIJCOSX wB97M-V def2-TZVPD def2/J DEFGRID3
* xyz 1 2
C -2.4862 -0.7912 3.3877
H -6.2254 6.0246 -0.1574
C 2.1858 -5.3923 -0.7962
H 0.9830 5.3468 -3.0194
C 1.9827 -7.2763 0.8782
C 1.5150 -1.4423 -0.6632
H -3.2134 -1.5878 3.5448
H -1.1158 -1.4544 -0.0909
H -1.4322 -1.1653 5.8323
C -1.1081 -3.0546 -5.4186
H -4.7375 1.9028 2.9323
H 0.7002 -5.9825 -4.6718
C 1.4046 2.9651 1.7909
H 3.1115 -0.5319 2.5517
H 1.5055 -4.8406 2.4110
H -0.3477 2.4485 -5.9373
C 3.0695 0.4909 2.1770
O -0.2457 0.1194 -6.6478
O -0.2278 -1.3074 2.8545
H 0.2774 -1.5108 5.3669
H 1.1702 -2.2575 -1.2993
H 4.8231 5.2710 1.6909
H -2.6434 0.1573 3.9013
H 3.6780 -3.0025 -4.3484
C 1.4246 -3.7741 2.6208
H 1.2800 -3.1983 1.7067
H -0.7237 -0.0189 0.7948
H 1.6025 2.4880 0.8311
H 1.4537 -1.8212 0.3570
C 2.1819 -6.8880 -0.5509
O 0.8123 0.6388 -1.5951
H -1.4908 0.2365 -0.7232
H 3.5160 1.4699 4.0281
O -1.1920 3.8821 -3.5338
C 3.7663 3.4218 2.1606
C -3.0846 3.8521 3.6796
H 2.8726 -5.1648 -1.6114
H -0.3982 -3.8812 -5.3907
H 3.4169 -3.7924 5.4271
H 3.9832 2.9910 1.1831
C -1.2403 -2.5409 -4.0311
H 3.1291 5.2318 1.1032
H 2.5367 -1.1489 -0.9043
H 1.5321 -0.3476 -4.2652
H 1.8808 -6.1376 -3.5079
H -3.8829 0.5661 0.9909
H -2.8544 4.1593 1.5527
C 3.8168 4.8972 1.8798
H -0.7179 2.8026 1.6878
H 1.3655 -6.5590 1.4192
H 0.6305 -4.8745 -3.2469
H -3.6665 5.4221 2.3920
N -4.8597 3.6972 1.9099
H 2.2727 0.5401 1.4349
H -2.6813 2.8476 3.5513
H -0.0772 1.3368 2.2505
C -5.4568 4.1929 0.6605
H -6.4278 3.7165 0.5255
H -0.8440 2.8063 -0.6765
O 3.7164 -3.1090 3.0638
O 2.3537 -7.7234 -1.4441
C 0.4810 1.9808 -5.4056
O -0.9187 -3.1498 -3.0014
C 0.0687 2.4137 2.3345
C -1.4572 3.5626 -1.1664
C -4.8165 2.2482 1.9015
H 4.6128 3.2472 2.8246
H 0.6153 5.2993 -1.2633
H -1.8835 -0.6590 -4.8474
H -3.8074 3.9504 4.4895
C 0.6490 4.7248 -2.1890
C -3.6920 1.6381 1.0393
C -5.6369 5.7380 0.7141
C -1.8158 -1.1462 -3.8747
H -0.7731 -2.2651 -6.0913
H -2.5344 -0.4705 2.3471
H 1.5661 -1.2605 -5.8270
H 1.2896 4.0405 1.6554
H 2.9785 -3.7338 -2.8990
H -4.6974 6.2802 0.6069
C 2.4448 -3.7825 4.9341
H 1.4365 3.9821 -2.0616
C 2.6376 -3.5268 3.4850
C -0.7867 -0.4228 -0.2156
H -6.2226 6.0971 1.5603
H -1.1685 -0.6469 -3.1537
H 1.3675 2.5469 -5.6914
H 1.4799 -8.2394 0.7905
H -2.4005 3.1675 -1.5436
H 1.8929 -2.9269 5.3232
H -4.9132 3.9180 -0.2434
H 2.9078 -7.3728 1.4466
H -0.9363 -2.7809 5.3312
H -0.1628 2.6952 3.3618
C -1.0809 -1.3246 3.7435
O 2.1234 -4.1774 -5.9562
H 1.1751 -5.0708 -1.0478
C 0.5698 -0.2672 -0.8817
H 3.4838 5.4573 2.7536
C 2.0902 -4.2679 -4.7383
C 1.2721 -5.3656 -3.9785
H 1.9654 -4.7461 5.1065
H -2.7058 1.8735 1.4394
H 1.8428 1.2339 3.8065
H 3.9892 0.7114 1.6351
H 2.1241 -2.3771 -3.6914
C -3.6063 4.3361 2.3218
H -2.0987 -3.3639 -5.7521
H 0.5725 -3.7073 3.2972
H 2.4934 -4.7993 0.0652
H -1.7054 4.4190 -0.5394
C 2.7425 -3.2602 -3.8520
C 2.7444 1.5090 3.2592
C -0.6837 4.0660 -2.4326
H -2.2453 4.5045 3.9205
C -0.7731 -1.7166 5.1617
H 2.6764 0.0916 -5.5874
N 2.5179 2.8541 2.7255
H 0.2618 1.9346 -4.3389
H -3.7779 1.9488 -0.0019
H -5.8029 1.9366 1.5577
H -2.8053 -1.2391 -3.4271
C 1.6856 -0.2913 -5.3429
C 0.5807 0.6052 -5.8953
*
```

(2)
Below is a molecular structure, C32H37ClGaN2Si2, with properties calculated with the ωB97M-V functional and the def2-TZVPD basis.

Values from the calculation:
Orbital gap (spin up / spin down) ... 0.2130 / 0.2129 Ha

Geometry as ORCA input:
```
! RIJCOSX wB97M-V def2-TZVPD def2/J DEFGRID3
* xyz 1 1
C 4.2424 3.2321 -0.2466
C 1.4130 3.7168 3.7743
H -5.0861 -4.9435 2.0034
H -1.6745 -0.7395 -3.8861
H 3.2549 5.0913 0.9259
Si -1.0864 -2.5932 -1.4538
Cl -0.2172 3.1028 0.1509
H -2.9785 -1.2495 -5.9785
H -3.2025 -1.5901 2.1591
C 1.6147 5.6450 2.1823
H 2.3427 -1.4883 -1.9699
C -0.5552 1.0879 -2.4800
C -4.7567 -3.8164 0.1935
H 1.8532 6.7215 2.1559
C -1.4781 -1.7143 3.4713
C -0.6208 0.1718 -1.3949
H 3.0388 1.9034 -1.5993
H 3.4583 0.0047 0.2640
H -1.4003 1.7548 -2.6867
C 1.5924 -0.6923 -2.0654
H -3.5801 -3.6239 -6.5510
C 3.4592 2.0736 -0.6164
H 3.2749 4.6834 3.2225
H 0.6620 1.8921 -4.0947
H 0.1529 -3.3315 -1.1916
H 1.7027 3.3386 4.7693
H 2.4868 0.2216 -3.7905
C -2.6547 -2.0688 -5.3289
C -1.9433 -1.7750 -4.1474
C 4.5148 1.6353 1.3941
C -2.4258 -3.5000 -0.4307
C -2.9953 -3.3926 -5.6477
H 2.2269 5.6539 4.2495
H 1.8916 5.3934 0.0517
H 5.5629 3.6138 1.5231
C -1.9885 -4.1491 -3.5663
Ga 1.8429 2.8893 0.7495
H 0.6759 -1.2454 -0.2155
H 0.4084 -1.7520 4.5410
H 1.6012 -0.3244 2.8436
H 2.6258 2.1465 3.0234
C 2.2158 4.9543 3.3995
C -2.1682 -1.2613 2.3304
H -2.9108 -5.4696 -4.9833
C -4.3417 -4.5702 1.2973
H -4.1153 -2.7599 -1.5894
C 0.5280 -0.6584 -1.1455
H -3.0580 1.0396 -0.1785
C -2.6397 -4.4350 -4.7678
C -2.9830 -4.8807 1.4700
H -1.9704 -2.4048 4.1664
C 0.5826 1.1542 -3.2846
H 0.5128 5.5312 2.1303
C 0.5230 -0.5265 2.7696
H 4.4460 4.0744 -0.9075
H -5.8102 -3.5998 0.0144
C 3.7119 1.0603 0.3742
C -2.0213 -4.3686 0.5969
C -0.1733 -0.0158 1.6660
C -1.4829 -0.4633 1.3728
N 2.2235 4.9725 0.9317
C -0.1404 -1.3520 3.6876
H 0.3407 0.6749 0.9704
C -3.7991 -3.3123 -0.6954
C 1.6301 0.2331 -3.1092
H -1.7741 -4.9326 -2.8198
N 1.7312 2.5955 2.7720
H -0.9644 -4.6362 0.6809
H 1.0305 1.8429 2.8259
H 0.3277 3.9014 3.7708
H -2.6580 -5.5216 2.2896
Si -2.1861 -0.1033 -0.3604
H 4.9566 1.1025 2.2448
C 4.8457 2.9657 1.0113
C -1.6646 -2.8143 -3.2376
*
```

(3)
Below is a molecular structure, C37H28ClCoN7O, with properties calculated with the ωB97M-V functional and the def2-TZVPD basis.

Values from the calculation:
Orbital gap (spin up / spin down) ... 0.1841 / 0.2088 Ha

Geometry as ORCA input:
```
! RIJCOSX wB97M-V def2-TZVPD def2/J DEFGRID3
* xyz 0 2
H 0.1669 2.5094 -5.6067
C 1.6298 -0.8157 2.9044
C 0.9655 -3.0887 -1.3677
C -0.1331 5.1699 -0.5396
H 1.7663 -0.5727 -4.9306
C 0.3954 -3.0929 -2.7073
H 3.8471 -1.5882 5.3568
C 0.7810 -0.1771 5.1547
C 0.5332 4.2919 0.3468
C 1.5800 4.6897 1.2068
C 0.9486 -1.9055 -0.6121
C 1.9995 -4.2787 0.4322
C 0.1351 2.9430 0.3944
H -1.1221 2.2975 -4.4061
C 1.4988 -4.2655 -0.8500
H -2.2143 1.3039 5.7908
C 1.0923 0.0408 -5.5244
H 0.6654 -0.5873 -6.3127
H -1.9805 -3.6574 0.9943
C -3.2578 -3.5839 -0.7268
H 0.2527 -4.0521 -3.1895
N 0.0722 0.6147 -4.6710
C -1.4309 0.8194 3.8430
C -1.1403 4.6968 -1.3288
H -1.2702 1.5505 -5.9961
H -0.2065 0.4355 6.9730
C -2.0085 -1.6956 0.1744
C 1.4514 -1.9118 0.7222
H 0.1936 1.4239 -2.7096
C -1.5145 3.3363 -1.3066
H -2.2797 1.2086 3.2939
H 2.0977 1.7118 2.7100
H 2.0836 -0.6597 6.8132
H 3.5873 -1.6752 2.9283
H -1.6614 5.3659 -2.0008
C 2.1519 3.7761 2.0435
N 0.6947 2.0609 1.2710
H -2.3015 3.0013 -1.9663
C -0.5642 1.7971 -5.1972
N -1.1072 1.0617 -0.3912
H -2.6591 1.0444 -1.8297
O -1.2183 -1.2668 1.1254
Cl -4.8437 -3.4472 -2.9288
Co -0.1438 0.2596 1.1535
H 1.6812 0.8311 -6.0108
C -3.7646 -2.7642 -1.7398
H -0.3260 -1.9398 -4.3314
H -3.5375 -4.6276 -0.6871
C 2.7807 -1.2731 3.5250
C -3.4115 -1.4475 -1.8194
C 0.1667 0.5003 -3.2800
C -0.8826 2.4594 -0.4712
C 2.9297 -1.2097 4.9230
H -3.7941 -0.8314 -2.6238
C -2.3969 -3.0454 0.2041
N 1.3514 -0.7881 1.5591
N -0.4590 0.3043 3.1346
C -1.3849 0.8734 5.2477
C 0.6345 -0.2230 3.7537
H 1.4943 -5.1571 -1.4643
C 1.9604 -0.6912 5.7386
C -0.2820 0.3912 5.8931
C 0.0758 -1.9573 -3.3276
C -2.1910 0.4841 -1.0319
C 1.6688 2.4560 2.0510
H 2.4039 -5.1862 0.8617
H 2.3054 -3.1832 2.2154
H 0.1611 6.2111 -0.5727
C 1.9607 -3.1247 1.1951
C 0.2387 -0.6887 -2.6500
N 0.3665 0.4176 -0.5989
H 1.9171 5.7189 1.1870
H 2.9620 4.0438 2.7066
C -2.5186 -0.8708 -0.8789
N 0.3574 -0.7712 -1.2411
*
```

(4)
Below is 6 unconnected molecules or ions with the total composition C33H40BN6O, with properties calculated with the ωB97M-V functional and the def2-TZVPD basis.

Values from the calculation:
Orbital gap ... 0.1407 Ha

Geometry as ORCA input:
```
! RIJCOSX wB97M-V def2-TZVPD def2/J DEFGRID3
* xyz 1 1
H -1.0068 -1.4807 0.3556
C -0.2506 -1.3638 -0.4092
H 3.1563 1.2979 1.5084
C -2.1459 -8.5565 2.8811
N 1.0768 -1.5383 -0.1158
C 1.7785 3.9120 2.6527
H 2.6447 1.8446 -0.3191
B 4.4286 3.0925 0.5712
O 5.9078 2.9589 0.3228
H -0.6475 5.7074 3.4893
C 1.8225 -1.3286 -1.2465
H 2.9006 -1.4144 -1.2226
C -2.4355 4.8354 1.9727
H -3.2557 -2.9254 0.1823
C -3.5778 6.8690 -3.8721
H 4.2319 0.8856 0.0165
H 5.0095 8.0236 -0.2398
C -1.7053 2.7150 0.1734
H 5.9913 3.1732 -0.6697
C -3.2442 -3.6546 0.9819
H -4.4834 -5.8571 2.9422
C -0.3530 -1.0474 -1.7454
C 3.6631 -4.9869 -3.5264
H -4.6527 7.6716 -0.8400
C -0.1980 2.8065 0.8411
H 1.3442 6.8580 2.8342
C -2.1366 -4.0184 1.7845
C -4.3197 -4.4044 1.4028
H -2.6029 -8.0625 3.7286
H -1.1310 -3.6231 1.7219
C 1.8398 -6.2554 -3.8836
H -3.3152 5.5497 -0.9706
H 5.4583 5.4835 -0.4873
H -2.5012 -7.1626 1.1606
H 1.4481 -1.7826 0.7931
H -3.4209 6.9458 -4.9403
C 3.1389 7.7593 1.3091
C 3.5205 1.7243 0.4810
C 2.6468 5.0458 1.8476
C 0.9591 -1.0255 -2.2756
C -0.9032 4.9162 2.6339
H -1.3184 -10.4545 3.7338
N -3.9013 -5.2033 2.4349
H 1.1831 -7.0525 -4.2072
H 3.8575 -6.8676 -4.6377
C 4.3477 7.2255 0.3202
C -2.8423 3.7401 0.7773
H -1.8993 1.9274 -0.6944
H 1.2436 -0.8106 -3.2974
N 4.6559 5.7524 0.1583
C -2.1113 -8.0750 1.5914
N 2.5779 -4.3759 -2.9541
H 2.5981 -3.4983 -2.4511
H -1.2735 -0.8526 -2.2804
N -1.4495 -8.9904 0.8151
C -4.2392 7.2888 -1.7633
C -2.5700 -4.9785 2.6712
H 0.6157 2.0630 0.4477
H 4.6453 -4.5374 -3.4697
H -3.9433 3.6586 0.3288
C 3.2340 -6.1591 -4.1080
C -3.1148 5.8568 -3.0615
C -1.0539 -10.0453 1.5957
C 3.8852 4.6168 0.8628
C 0.2412 3.8539 2.0396
H 0.4942 -4.8253 -2.8005
H -1.2788 -8.9009 -0.1781
C 2.2265 6.6434 2.0939
C 1.4606 -5.1396 -3.1714
H -0.5084 -10.8762 1.1686
N -3.5178 6.1236 -1.7789
C -4.2892 7.7757 -3.0505
H -2.5335 4.9727 -3.2868
H -2.0467 -5.5187 3.4489
C -1.4762 -9.8034 2.8837
H 2.9171 8.9007 1.4654
H 1.6534 4.3201 3.7675
H -3.3132 5.5436 2.3137
H 2.2934 2.8661 2.7532
H -4.7854 8.6850 -3.3639
H -5.3446 -4.4366 1.0583
*
```

Across the entries above, max |F| takes the values 0.0740; 0.0638; 0.0135; 0.1044 hartree/bohr, respectively.
Across the entries above, ΔE to the lowest compared entry with this formula, charge and spin takes the values 4.36; 74.01; 102.53; 370.69 kcal/mol, respectively.